Entry 1:
Formula: C24H68N6O5P2
Source: the Open Molecules 2025 dataset
Level of theory: the ωB97M-V functional and the def2-TZVPD basis

```
105
Properties=species:S:1:pos:R:3:forces:R:3:mulliken_charge:R:1
P -0.665323 -1.225442 -0.291246 -0.10 0.00 0.17 0.01
P -1.761418 -0.816990 1.559019 0.07 -0.04 -0.02 0.02
O 2.667213 4.191109 -7.002663 0.00 0.06 -0.02 -0.40
O -0.014301 -5.316304 3.597912 0.05 0.00 -0.08 -0.19
O 4.075300 0.485883 -1.132562 -0.01 -0.01 0.00 -0.27
O -6.176639 -2.569922 1.418055 -0.02 0.04 0.03 -0.32
O 2.755247 4.239959 3.356760 0.00 -0.07 -0.02 -0.41
N 0.694441 2.199161 3.782363 0.02 0.05 0.04 -0.43
N 2.323703 -6.861467 4.446136 -0.01 0.05 0.02 -0.72
N 2.365879 2.724858 -1.919059 0.09 -0.03 0.11 -0.67
N 2.606571 5.285878 -9.716836 0.02 -0.04 0.01 -0.73
N -5.607824 0.276007 1.004367 0.06 -0.08 -0.01 -0.70
N 0.634814 -0.425630 -0.616401 -0.02 -0.02 -0.11 -0.29
C 0.957880 -7.317865 4.699267 0.03 -0.01 0.02 0.38
C 1.159419 2.332659 1.403307 0.05 0.03 0.02 -0.93
C 4.607800 1.625278 -1.778659 -0.01 0.01 0.00 -1.05
C 0.616670 -8.434505 3.718751 0.01 0.01 0.00 -1.43
C -7.458662 -2.964413 1.859142 -0.01 -0.04 -0.03 -0.69
C 3.607294 2.419460 -2.628427 -0.08 -0.02 -0.02 0.63
C 0.232291 -2.277294 4.930078 0.07 -0.05 -0.01 -1.58
C 3.965491 -0.674200 -1.927802 0.03 0.01 -0.01 -0.78
C -1.592514 -0.542931 4.825095 -0.06 -0.01 0.10 -1.41
C -0.061344 -6.173776 4.722432 -0.01 0.02 0.00 -0.75
C 0.576370 5.996789 -8.581333 0.02 0.00 0.00 -1.40
C -0.904909 -1.692732 4.093598 -0.01 0.02 -0.01 1.01
C 0.678499 3.100501 2.624665 -0.06 -0.07 0.07 0.40
C 1.695661 3.779111 -7.944603 0.00 -0.01 0.01 -0.69
C -7.888577 -0.147074 0.265345 0.01 0.00 0.01 -1.52
C -0.729046 -5.749093 2.459343 -0.07 0.01 0.03 -0.71
C 1.399667 4.801242 -9.047605 0.01 0.00 -0.04 0.41
C -0.377652 -1.225737 2.730734 0.05 0.11 0.07 -0.98
C 1.432802 4.407650 2.879908 0.03 0.01 -0.02 -0.85
C -6.122250 -2.002794 0.123008 -0.01 -0.01 0.00 -0.65
C 3.264592 1.764625 -3.961341 0.00 -0.03 -0.08 -1.32
C 2.184908 4.974891 -5.929372 0.01 -0.05 0.06 -0.65
C -6.418828 -0.499964 0.066012 0.02 0.04 0.00 0.42
C 3.741216 4.047744 2.362817 0.00 0.05 -0.03 -0.65
H 0.768681 3.496660 -7.427180 -0.01 0.00 -0.02 0.40
H 1.211368 -9.318941 3.942980 0.01 0.01 -0.02 0.35
H 1.193373 6.700405 -8.021116 -0.01 -0.01 0.01 0.28
H 2.866707 4.828533 -5.092077 -0.01 0.03 0.01 0.20
H 2.092416 1.803881 1.605891 0.02 0.03 -0.02 0.24
H 0.847769 -8.138853 2.694603 -0.01 0.00 0.00 0.29
H 1.184002 4.653512 -5.623069 0.01 0.00 0.02 0.34
H 2.107523 2.880497 -8.410579 0.01 0.00 0.01 0.34
H -8.017214 -2.141177 2.311574 0.01 0.00 -0.01 0.24
H -7.317995 -3.742785 2.608053 -0.01 0.01 0.01 0.23
H -1.079103 -6.567267 4.849510 0.01 -0.02 0.01 0.39
H -6.794141 -2.549811 -0.552909 0.01 0.01 -0.01 0.44
H 0.838703 -1.489042 5.384842 -0.03 0.02 -0.06 0.41
H 1.440426 5.022176 1.969355 -0.03 0.00 0.00 0.42
H 2.153318 6.040293 -6.170517 -0.01 -0.01 -0.03 0.26
H -0.577803 -2.633692 -0.173282 -0.03 -0.01 -0.08 0.02
H 3.093479 4.514931 -10.161204 -0.01 0.01 -0.02 0.27
H 1.662607 2.050826 4.054876 -0.01 -0.01 -0.01 0.26
H -1.011026 -4.859163 1.895914 0.00 0.00 -0.01 0.13
H -8.165948 -0.213895 1.318101 -0.01 -0.01 0.00 0.28
H -8.541764 -0.810266 -0.304731 0.00 0.01 -0.01 0.36
H 0.261129 -0.347274 2.854685 0.00 -0.04 -0.01 0.23
H 3.245280 5.645063 -9.013548 -0.01 0.01 0.00 0.31
H 1.469413 -0.978010 -0.752806 0.07 0.05 0.03 0.09
H -1.724480 -1.113358 -1.221115 0.06 0.02 -0.06 0.07
H -8.069865 0.878591 -0.053311 0.00 0.00 0.02 0.38
H 1.313344 2.991304 0.548112 -0.04 0.03 0.05 0.28
H 4.960183 2.269364 -0.968786 0.00 0.00 0.00 0.34
H -0.366802 3.388436 2.461378 0.02 0.02 -0.04 0.35
H -6.131309 -0.182449 -0.942734 -0.03 -0.03 -0.01 0.37
H -0.132485 -6.398229 1.813424 0.01 0.00 0.01 0.24
H 2.623321 -6.226226 5.177979 0.01 -0.02 0.01 0.27
H -0.440100 -8.702814 3.768453 0.00 -0.01 0.01 0.34
H 0.910953 4.967752 3.659817 0.01 0.00 0.01 0.39
H 5.478052 1.341538 -2.387276 0.00 0.00 0.00 0.45
H -0.254349 5.687427 -7.944659 0.00 0.00 -0.01 0.35
H 2.565705 0.937965 -3.827048 0.01 0.00 0.03 0.27
H 3.528409 4.656315 1.476009 0.02 0.02 0.01 0.29
H -5.096133 -2.162283 -0.217866 0.01 -0.01 0.01 0.29
H -4.623731 0.142616 0.792339 0.00 0.03 0.01 0.22
H 0.176037 6.529880 -9.442703 0.02 0.01 0.00 0.34
H 4.103284 3.373861 -2.842057 0.02 -0.01 -0.02 0.48
H 4.154320 1.383312 -4.466543 0.01 0.01 0.02 0.37
H -0.872935 0.250563 5.036915 0.00 -0.01 -0.05 0.18
H 2.577440 3.267220 -1.087821 0.01 0.03 -0.04 0.27
H 3.028063 -0.704414 -2.490025 0.01 0.02 -0.01 0.27
H -2.025158 -0.876905 5.771777 0.03 -0.02 -0.05 0.43
H -1.579729 0.581876 1.446461 -0.04 0.02 -0.02 0.13
H 1.960555 1.855849 -1.572550 -0.07 0.01 -0.05 0.29
H 0.252648 2.648011 4.578702 -0.01 0.00 -0.01 0.30
H 0.812632 4.261426 -9.799027 -0.03 0.00 0.03 0.38
H -0.157531 -2.909814 5.730419 0.00 0.08 0.05 0.35
H -1.644757 -2.484820 3.926869 0.06 -0.01 -0.06 0.10
H 4.798401 -0.751757 -2.635548 0.00 -0.01 0.01 0.32
H 2.333662 -6.318430 3.588027 0.00 -0.02 -0.01 0.30
H -2.400967 -0.103659 4.233256 0.00 -0.04 -0.01 0.37
H 2.786937 2.486730 -4.622331 -0.02 -0.01 0.01 0.11
H 0.885677 -2.898596 4.314848 -0.05 -0.04 0.05 0.34
H 0.439893 1.576676 1.105756 -0.03 -0.07 -0.01 -0.29
H -1.640642 -6.285468 2.743750 -0.01 0.02 -0.01 0.37
H 4.692988 4.366796 2.785717 0.00 -0.01 0.00 0.33
H -8.053158 -3.371686 1.033713 0.01 -0.02 0.01 0.32
H 0.161051 -5.533506 5.579794 0.00 0.01 -0.01 0.33
H 0.945367 -7.742139 5.709332 -0.04 -0.01 -0.01 0.39
H 3.999218 -1.531961 -1.255288 0.00 -0.01 0.00 0.29
H -5.728551 -0.119109 1.933117 -0.03 0.03 0.00 0.34
H 3.825787 3.004166 2.050216 -0.01 0.00 0.01 0.22
H 0.233116 -2.011324 2.272930 -0.07 -0.01 0.03 0.54
```
Positions in Å, forces in eV/Å.

Values from the calculation:
spin multiplicity: 1
gap between HOMO and LUMO: 9.1 eV
lowest unoccupied orbital energy: 0.0205 hartree
total charge: 0
HOMO level: -0.314 hartree
structure (SMILES): CC(C)CP[PH2]=N.COC[C@@H](C)N.COC[C@@H](C)N.COC[C@@H](C)N.COC[C@@H](C)N.COC[C@@H](C)N


Entry 2:
Formula: C4H4O2
Source: the Open Molecules 2025 dataset
Level of theory: the ωB97M-V functional and the def2-TZVPD basis

```
10
Properties=species:S:1:pos:R:3:forces:R:3:mulliken_charge:R:1
O 0.832945 -1.317828 -1.272064 0.37 -0.69 0.56 -0.42
O 0.436771 1.439829 1.107124 0.81 -1.06 0.02 -0.42
C -0.350516 0.865156 0.198852 -0.39 -0.32 -0.36 0.55
C -1.524782 0.280014 0.059024 -0.35 0.41 -0.20 -0.92
C 1.001755 0.488807 -0.024078 0.08 0.59 0.63 0.01
C 0.934580 -1.014452 -0.105149 0.22 0.06 -0.59 -0.10
H 1.788744 0.938702 -0.616199 -0.50 0.32 -0.12 0.35
H 0.849060 -1.745873 0.719752 0.08 0.41 0.01 0.38
H -2.367892 0.489742 0.696124 -0.11 0.09 -0.05 0.28
H -1.600669 -0.424097 -0.763384 -0.21 0.20 0.09 0.30
```
Positions in Å, forces in eV/Å.

Values from the calculation:
spin multiplicity: 1
gap between HOMO and LUMO: 10.3 eV
lowest unoccupied orbital energy: 0.0247 hartree
total charge: 0
HOMO level: -0.354 hartree
relative energy (zero: lowest compared OMol25 entry of this formula, charge and spin): 72.3 kcal per mole
structure (SMILES): C=C1O[C@H]1C=O